Density functional theory data (the ωB97M-V functional and the def2-TZVPD basis) for C28H27N3O4 in the gas phase.

Calculated values
Frontier orbital gap ... 0.315 Ha
Maximum force ... 1.3 eV/Å
HOMO level ... -0.2962 hartree
SMILES string ... COc1ccc(CCN2C(=O)c3[nH]nc(-c4ccccc4O)c3[C@@H]2c2ccc(C)cc2)cc1OC
Calculated total energy ... -42134.77737 eV

```
62
Properties=species:S:1:pos:R:3:lowdin_charge:R:1
O -4.1105 -0.9705 0.5037 -0.11
O 0.9043 4.5095 -0.2000 0.08
O -3.8153 -0.8033 -2.3340 -0.08
O 6.2838 0.0154 -1.5014 0.06
N 4.2720 1.7224 -1.2673 0.08
N 3.5002 2.8124 -1.2898 0.09
N 0.6958 2.4916 0.8943 0.01
C 3.6692 -1.3816 0.6525 -0.02
C 0.1930 -0.1711 -0.7029 -0.01
C -0.7570 -1.9186 1.2101 -0.05
C 0.0151 -0.8351 1.5874 -0.04
C 2.4480 2.6558 -0.4714 -0.08
C 4.2273 -2.6097 0.9387 -0.09
C 1.2777 3.3794 0.0400 -0.38
C -1.8677 -3.3382 -0.5353 -0.04
C 2.5486 1.4046 0.1100 -0.04
C 3.7220 0.8357 -0.4262 -0.14
C 6.1369 -2.0461 -0.3949 -0.01
C -0.4229 2.8299 1.7417 -0.11
C -4.9889 -1.5192 -2.0155 -0.08
C -2.6288 1.1798 -2.0418 0.00
C -1.6567 3.2807 0.9476 -0.12
C -2.9125 1.1328 0.6850 0.03
C 5.5813 -0.8042 -0.6996 -0.27
C 1.3887 1.2053 1.0276 -0.16
C -2.2210 2.1827 0.0934 -0.23
C -1.0593 -2.1473 -0.1260 -0.27
C 0.5063 0.0439 0.6321 -0.20
C 4.3276 -0.4590 -0.1611 -0.09
C -0.5773 -1.2547 -1.0750 -0.02
C -4.2369 -1.0200 1.9014 -0.08
C -3.4590 0.0987 -0.0596 -0.19
C -3.3360 0.1351 -1.4605 -0.23
C -2.0653 2.1863 -1.2816 -0.04
C 5.4690 -2.9396 0.4154 -0.08
H 3.7491 3.6008 -1.8657 0.17
H -2.4083 3.6154 1.6662 0.12
H -5.3125 -1.9750 -2.9516 0.09
H -0.8078 -1.4113 -2.1178 0.12
H -4.7658 -1.9485 2.1139 0.10
H -5.7740 -0.8536 -1.6475 0.10
H 1.7128 1.0822 2.0716 0.17
H -4.8044 -2.2983 -1.2736 0.08
H -3.0189 1.1331 1.7586 0.11
H -2.6654 -3.5273 0.1800 0.08
H 5.9147 -3.8975 0.6383 0.10
H -0.6628 1.9464 2.3370 0.12
H -1.2329 -4.2242 -0.5751 0.09
H -1.3707 4.1283 0.3257 0.10
H 5.7684 0.8365 -1.6412 0.06
H 0.2511 -0.6829 2.6328 0.12
H -4.8229 -0.1788 2.2865 0.10
H 0.5610 0.5114 -1.4540 0.13
H 3.6972 -3.3085 1.5676 0.10
H -2.5331 1.1774 -3.1162 0.12
H -1.5212 2.9860 -1.7604 0.12
H -1.1214 -2.6030 1.9638 0.11
H -3.2584 -1.0397 2.3920 0.08
H -0.1255 3.6442 2.4151 0.13
H -2.3016 -3.1840 -1.5196 0.08
H 7.1013 -2.2836 -0.8156 0.12
H 2.7002 -1.1290 1.0522 0.09
```